Below is one molecule with the formula C4H10NO2, with properties calculated with wB97M-V/def2-TZVPD.

```
17
Properties=species:S:1:pos:R:3:forces:R:3
C -1.59238 0.68674 -0.44194 2.609 -0.083 -4.332
O -2.75181 0.07406 -0.25754 -3.423 2.761 2.442
C -0.30931 -0.17216 -0.31032 -1.130 -1.836 -1.132
C 0.41454 0.22783 0.97327 0.095 3.517 -2.255
C 1.77447 -0.48796 1.10252 -0.889 0.301 3.649
O 2.53347 -0.41482 0.03670 0.695 0.385 -0.310
N 0.31926 -0.14222 -1.67946 -0.098 0.445 1.756
H -1.52456 0.99816 -1.63959 -0.101 0.241 3.184
H -1.58282 1.44566 0.29316 0.269 1.543 0.237
H -2.84528 -0.78620 -0.46304 0.118 -4.416 -1.432
H -0.52163 -1.27130 -0.22092 -0.616 0.788 0.235
H 0.69332 1.34974 0.71685 -0.193 -1.788 0.701
H -0.43241 0.40725 1.70827 1.671 -1.119 0.037
H 2.24682 0.07323 2.04571 -0.018 -0.640 -1.662
H 1.74760 -1.49812 1.56893 -0.242 0.022 -0.432
H 0.77231 -1.01394 -1.83411 0.549 -0.752 -0.189
H 1.05840 0.52404 -1.59850 0.703 0.629 -0.497
```
Positions in Å, forces in eV/Å.

Calculated values
* ⟨S²⟩: 0.756
* total energy: -9890.786 eV
* gap between HOMO and LUMO (alpha / beta): 10.4 / 7.6 eV
* spin multiplicity: 2
* charge: 0
* HOMO (alpha / beta): -9.497 / -9.493 eV



Below is a 4-piece molecular cluster, C36H42N7O3 overall, with properties calculated with wB97M-V/def2-TZVPD.

```
88
Properties=species:S:1:pos:R:3:forces:R:3
N 2.33286 -12.25741 14.12736 -1.219 -0.587 2.230
O 2.55472 -11.17219 14.64798 1.864 1.803 0.842
O 2.77448 -13.31517 14.60659 1.603 -1.029 0.435
O 1.48043 -12.32192 13.29101 -1.933 -0.368 -3.521
C -4.84438 -20.27746 15.81715 -0.493 -1.794 2.642
N -3.88144 -19.38069 15.29447 0.679 1.480 -3.359
C -3.42274 -18.29181 15.93890 0.291 0.254 -1.329
C -2.45158 -17.45792 15.33020 -0.769 -0.502 0.885
C -2.05690 -17.66877 14.01894 -0.608 0.404 -1.062
C -2.68425 -18.71589 13.33391 -0.296 -0.958 0.154
C -3.52481 -19.60235 13.97691 0.272 1.191 1.154
C -1.22873 -16.70312 13.18066 -2.499 -1.493 -0.356
C -1.63828 -16.39234 11.89676 0.217 0.878 -1.986
C -0.87111 -15.55267 11.04318 0.551 -0.991 1.226
N 0.33863 -15.11584 11.47897 1.231 -0.140 0.992
C 0.76179 -15.47010 12.72959 -0.983 0.636 -0.678
C -0.06136 -16.21246 13.56985 3.709 0.843 0.959
C 1.25713 -14.19049 10.66743 -2.406 0.876 -0.118
H -4.84825 -21.21950 15.26884 0.169 0.175 0.105
H -5.88288 -19.99899 15.99624 0.106 0.926 -0.662
H -4.44451 -20.42570 16.82026 -0.408 -0.843 0.189
H -3.98378 -18.01060 16.81785 0.452 -0.146 0.449
H -2.13234 -16.60711 15.91381 0.086 0.119 -0.108
H -2.58102 -18.91539 12.27753 0.437 0.159 -0.058
H -3.99377 -20.43693 13.47696 0.044 -0.049 0.072
H -2.51817 -16.86682 11.48802 -0.188 0.377 -0.127
H -1.07067 -15.30697 10.01060 -0.541 -0.092 0.043
H 1.70329 -15.06922 13.07494 0.109 0.058 -0.097
H 0.40225 -16.52139 14.49507 -0.162 0.206 0.284
H 1.16634 -14.33852 9.59135 0.696 -1.214 0.131
H 2.23340 -14.00309 11.11451 -0.290 -0.672 -0.096
H 0.70069 -13.25323 10.67162 0.227 0.392 0.717
C 5.26955 -9.79370 17.00532 -0.343 0.631 -0.083
N 4.86235 -11.16686 17.14152 -3.421 -3.482 1.934
C 5.45728 -12.22371 16.53004 -0.595 0.044 1.246
C 5.14604 -13.56875 16.86428 -0.670 1.056 0.370
C 4.18310 -13.84323 17.85617 -0.057 -1.139 -1.108
C 3.49684 -12.79096 18.43787 0.268 2.246 -0.503
C 3.77189 -11.46077 18.06893 2.308 -1.273 -1.512
C 3.66996 -15.27157 18.14520 1.156 0.887 0.881
C 3.44224 -16.16958 17.13173 -0.121 0.788 -0.098
C 2.91788 -17.40379 17.44521 -0.734 -0.438 -1.996
N 2.71141 -17.83849 18.66780 0.896 1.934 2.713
C 2.99203 -17.02594 19.71891 1.478 2.084 -1.130
C 3.46145 -15.72385 19.44496 -0.580 -0.692 0.810
C 2.22910 -19.12812 19.02999 -1.083 -1.921 0.096
H 4.40637 -9.14887 16.84029 -0.169 -0.208 0.098
H 5.89597 -9.67625 16.12106 0.452 -0.025 0.549
H 5.67143 -9.56532 17.99245 0.676 0.603 -0.493
H 6.23094 -11.95072 15.82766 0.040 -0.199 -0.068
H 5.62686 -14.36502 16.31549 0.158 0.054 0.047
H 2.69088 -12.95530 19.13773 -0.037 0.027 0.049
H 3.19127 -10.64424 18.47213 0.317 0.270 -0.112
H 3.60275 -15.72026 16.16283 -0.296 -0.922 -0.611
H 2.48724 -18.06918 16.71158 0.518 -0.093 -0.413
H 3.00098 -17.38446 20.73762 -0.461 -0.288 -0.088
H 3.64292 -15.07281 20.28734 0.114 -0.039 0.138
H 1.75643 -19.07633 20.01081 -0.015 0.070 -0.171
H 3.02665 -19.86701 19.10781 0.110 0.113 -0.276
H 1.47562 -19.44853 18.31048 0.155 -0.150 0.012
C 9.13799 -10.19566 9.96482 1.119 -0.804 -0.271
N 7.84003 -9.70395 10.31136 -2.385 -0.063 2.084
C 7.55509 -8.38539 10.08739 0.243 -1.716 0.176
C 6.32470 -7.91967 10.42970 -0.011 0.976 0.301
C 5.42466 -8.74334 11.08207 -1.238 1.108 0.494
C 5.68164 -10.04692 11.32088 1.748 -1.625 -0.270
C 6.93266 -10.54186 10.94966 0.206 1.375 -0.947
C 4.10577 -8.27152 11.60203 1.113 0.307 -2.235
C 3.34959 -7.56369 10.71701 -3.115 1.400 0.167
C 2.05439 -7.08784 11.15329 2.360 -0.692 -1.021
N 1.63003 -7.41101 12.35742 1.674 -0.580 1.853
C 2.41088 -8.13413 13.23312 0.049 0.386 -0.566
C 3.63414 -8.61379 12.82995 -0.670 -0.380 1.021
C 0.28246 -7.05165 12.75463 -0.874 0.173 -0.373
H 9.87797 -9.44468 10.24148 0.041 0.047 -0.730
H 9.03847 -10.48502 8.91865 0.877 0.263 -0.114
H 9.42887 -11.07678 10.53677 -0.430 -0.041 0.033
H 8.34947 -7.77276 9.68735 0.004 -0.038 -0.177
H 6.16651 -6.85926 10.29966 -0.322 0.051 -0.046
H 4.90405 -10.63547 11.78496 0.362 -0.461 0.043
H 7.23388 -11.56630 11.11151 0.193 0.048 -0.110
H 3.62503 -7.47238 9.67672 0.108 0.492 0.046
H 1.39569 -6.43491 10.59995 0.031 -0.215 -0.457
H 2.08235 -8.22328 14.25807 -0.458 -0.343 -0.230
H 4.18517 -9.35547 13.38911 -0.116 0.388 0.693
H 0.13598 -5.97175 12.73309 0.142 -0.039 0.192
H 0.05475 -7.47929 13.73103 -0.073 0.120 -0.266
H -0.31257 -7.48724 11.95195 -0.590 0.023 0.481
```
Positions in Å, forces in eV/Å.

Calculated values
* total energy: -54532.487 eV
* gap between HOMO and LUMO: 6.8 eV
* charge: +5
* HOMO: -18.691 eV



Below is C2H4NO7PS as an isolated structure, with properties calculated with wB97M-V/def2-TZVPD.

```
16
Properties=species:S:1:pos:R:3:forces:R:3
C 1.10397 0.67730 1.38542 0.215 1.635 -0.189
C 0.64308 1.33501 2.71140 0.140 -1.970 -0.234
N 0.24890 0.07510 0.56424 0.810 1.307 1.558
O -1.02477 -1.85909 0.12170 -1.328 -0.709 -0.251
O -0.96213 -2.04789 -2.76186 -0.239 0.407 0.081
O 2.25709 1.01718 1.14066 0.782 -0.786 -0.570
O 1.33943 -1.79236 -0.88465 -0.627 0.859 -0.760
O -2.56855 -0.20043 -3.00708 -0.722 -0.064 -0.022
O -0.36196 -0.03252 -3.98635 0.016 0.017 -0.523
O -0.62437 0.09409 -1.62089 0.819 -2.170 0.670
P 0.03126 -1.13130 -0.61008 1.751 -0.725 -0.017
S -1.18709 -0.61710 -2.94594 0.230 0.305 -1.470
H -0.14861 0.85163 3.26561 -0.426 -0.240 0.045
H 1.56388 1.29193 3.27539 0.017 0.284 0.433
H 0.37932 2.33130 2.49754 -0.302 1.319 -0.218
H -0.68947 0.00715 0.85488 -1.137 0.530 1.466
```
Positions in Å, forces in eV/Å.

Calculated values
* total energy: -38089.063 eV
* gap between HOMO and LUMO: 7.7 eV
* charge: -2
* HOMO: -1.942 eV



What is the formula in the third record?
C2H4NO7PS